<A>
ORCA calculation (ωB97M-V/def2-TZVPD) on a structure of composition C27H53ClIrN7OSSb.

Values from the calculation:
HOMO-LUMO gap (alpha / beta) ... 6.7 / 6.8 eV
Expectation value of S² ... 0.767
E_LUMO (alpha / beta) ... -11.78 / -12.35 eV
Net charge ... +4
Multiplicity ... 2

Positions of all 92 atoms, in Å:
1 Ir -1.78570 0.67240 -2.14668
2 N -2.83508 2.04578 -3.37734
3 C -4.11958 2.63425 -2.88122
4 C -5.18303 1.57202 -2.67484
5 C -4.95275 0.70151 -1.45446
6 N -3.76433 -0.20604 -1.58219
7 H -2.20990 2.81890 -3.60197
8 H -3.04636 1.60403 -4.27252
9 H -4.45429 3.37273 -3.60975
10 H -3.90515 3.15725 -1.94615
11 H -5.29929 0.96301 -3.57753
12 H -6.13942 2.07850 -2.53624
13 H -5.82896 0.09103 -1.23968
14 H -4.76801 1.33604 -0.58511
15 H -3.97444 -0.92808 -2.27386
16 H -3.68694 -0.71084 -0.70238
17 C -0.37597 5.46570 -1.87031
18 N -0.78953 4.77846 -0.63884
19 C -0.71135 5.64265 0.55472
20 C -1.08654 3.49163 -0.53859
21 S -0.33710 2.43546 -1.74978
22 N -1.80627 3.05209 0.49418
23 C -1.71441 1.69229 1.00651
24 C -2.87688 3.86602 1.09089
25 H -0.89243 6.42366 -1.90748
26 H -0.63307 4.88370 -2.74736
27 H 0.69849 5.64742 -1.85409
28 H 0.16679 6.27520 0.44070
29 H -0.59347 5.03596 1.44789
30 H -1.58871 6.28184 0.64312
31 H -0.73760 1.26803 0.79316
32 H -2.50118 1.05250 0.59366
33 H -1.84748 1.72771 2.08723
34 H -3.10913 4.71267 0.45103
35 H -2.60762 4.22132 2.08464
36 H -3.76585 3.24020 1.17664
37 C 3.37764 0.27887 1.03986
38 C 3.80469 -0.98482 1.80880
39 C 4.07192 -0.56162 3.26191
40 C 5.10254 -1.53027 1.20258
41 C 2.65957 -2.05168 1.75741
42 O 1.49628 -1.56940 2.42298
43 C 3.13693 -3.39270 2.34595
44 C 2.06642 -4.46676 2.55671
45 C 1.22412 -4.40225 3.78556
46 C -0.12769 -4.83736 3.73359
47 C -0.86104 -4.99023 4.87062
48 C -0.26031 -4.69828 6.12671
49 Cl -1.12503 -4.93933 7.53261
50 C 1.07980 -4.22631 6.19837
51 C 1.79584 -4.08617 5.04887
52 C 2.23909 -2.29902 0.27168
53 N 0.89423 -1.84953 -0.08919
54 C 0.57589 -0.76220 -0.77393
55 N -0.74270 -0.74951 -0.99631
56 C -1.17445 -1.88951 -0.37363
57 N -0.20710 -2.57419 0.17133
58 H 3.97515 1.12728 1.37289
59 H 2.32825 0.52623 1.22422
60 H 3.55273 0.18970 -0.03661
61 H 4.98126 0.03795 3.29786
62 H 4.23170 -1.40206 3.93747
63 H 3.27498 0.07053 3.66484
64 H 5.78826 -0.70493 1.01002
65 H 4.94637 -2.04596 0.25131
66 H 5.61279 -2.21792 1.87658
67 H 1.76607 -1.24384 3.29092
68 H 3.67733 -3.22745 3.27618
69 H 3.88197 -3.79699 1.65846
70 H 2.61230 -5.41557 2.68976
71 H 1.44152 -4.61890 1.67557
72 H -0.55824 -5.08790 2.77302
73 H -1.87923 -5.35482 4.85090
74 H 1.51229 -4.02134 7.16876
75 H 2.83163 -3.78184 5.11002
76 H 2.30185 -3.35236 0.00726
77 H 2.90000 -1.76084 -0.40209
78 H 1.28508 -0.01524 -1.08876
79 H -2.19186 -2.24415 -0.36005
80 C -0.83256 1.04666 -5.95468
81 Sb -0.10737 0.34066 -4.09866
82 C 0.27918 -1.71498 -4.38740
83 C 1.78273 1.27104 -3.90519
84 H -0.02744 0.84487 -6.66293
85 H -1.01822 2.11887 -5.93575
86 H -1.72279 0.50604 -6.27101
87 H 1.11567 -1.77151 -5.08454
88 H -0.58903 -2.20308 -4.82565
89 H 0.54461 -2.20332 -3.45279
90 H 2.41956 0.87545 -4.69674
91 H 2.23870 1.06873 -2.93911
92 H 1.68065 2.34624 -4.03255

---

<B>
ORCA calculation (ωB97M-V/def2-TZVPD) on a structure of composition C27H53ClIrN7OSSb.

Values from the calculation:
HOMO-LUMO gap (alpha / beta) ... 6.7 / 6.9 eV
Expectation value of S² ... 0.767
E_LUMO (alpha / beta) ... -11.60 / -12.09 eV
Net charge ... +4
Multiplicity ... 2

Positions of all 92 atoms, in Å:
1 Ir 1.89966 1.60919 -0.83301
2 N 1.40503 3.11444 0.60951
3 C 2.50100 3.38789 1.59476
4 C 3.71802 3.94023 0.86555
5 C 4.38988 2.98986 -0.11344
6 N 3.59581 2.71529 -1.36049
7 H 1.19292 4.02228 0.19683
8 H 0.54697 2.85097 1.09277
9 H 2.72421 2.46441 2.13297
10 H 2.15215 4.11735 2.32614
11 H 4.46487 4.20988 1.61422
12 H 3.46199 4.88314 0.36896
13 H 4.56587 2.01818 0.36186
14 H 5.36231 3.38337 -0.41100
15 H 4.18947 2.16188 -1.97806
16 H 3.44240 3.58021 -1.87756
17 C 4.02519 -1.15753 -0.09629
18 N 4.73409 -0.72618 -1.29890
19 C 6.18783 -0.60322 -1.10659
20 C 4.11536 -0.42531 -2.44655
21 S 2.39811 -0.03327 -2.47736
22 N 4.75211 -0.49952 -3.61042
23 C 4.28359 0.16391 -4.83332
24 C 5.81628 -1.49028 -3.87620
25 H 4.53694 -2.02752 0.31497
26 H 3.00229 -1.43054 -0.33228
27 H 4.04558 -0.36963 0.66472
28 H 6.35649 -0.06885 -0.17094
29 H 6.63766 -0.04349 -1.91942
30 H 6.66527 -1.57928 -1.02977
31 H 3.72004 1.06060 -4.59498
32 H 3.66162 -0.51050 -5.42247
33 H 5.15925 0.43479 -5.42010
34 H 5.86933 -2.21745 -3.07449
35 H 6.78198 -1.00835 -4.01880
36 H 5.54684 -2.01172 -4.79368
37 C -5.68544 -1.74261 0.43099
38 C -4.28408 -1.85655 -0.18176
39 C -3.86205 -0.45499 -0.64474
40 C -4.39896 -2.76294 -1.41904
41 C -3.24529 -2.42614 0.84095
42 O -3.40521 -3.82911 0.99800
43 C -3.29092 -1.76500 2.25483
44 C -4.30207 -2.46008 3.19547
45 C -4.19656 -2.10901 4.64089
46 C -3.07437 -2.54289 5.40236
47 C -3.04063 -2.37955 6.75187
48 C -4.14320 -1.74664 7.39765
49 Cl -4.14119 -1.58291 9.05126
50 C -5.25550 -1.26633 6.64772
51 C -5.26662 -1.44738 5.29768
52 C -1.80169 -2.40248 0.25182
53 N -0.90051 -1.25011 0.48790
54 C -0.49191 -0.35931 -0.40484
55 N 0.53402 0.33652 0.09194
56 C 0.70089 -0.20008 1.34396
57 N -0.13730 -1.16588 1.59734
58 H -6.39701 -1.48683 -0.35418
59 H -5.74407 -0.96027 1.18966
60 H -6.03021 -2.68287 0.86549
61 H -4.69684 0.02102 -1.15951
62 H -3.04539 -0.50673 -1.37053
63 H -3.57520 0.19845 0.18405
64 H -4.91106 -2.21874 -2.21294
65 H -4.99660 -3.65417 -1.22381
66 H -3.44039 -3.10032 -1.81410
67 H -4.28735 -4.10823 0.72621
68 H -3.52283 -0.70048 2.17645
69 H -2.29903 -1.84142 2.70676
70 H -4.11576 -3.53669 3.12597
71 H -5.32237 -2.28759 2.86870
72 H -2.26480 -3.05675 4.89933
73 H -2.21844 -2.73892 7.35570
74 H -6.07362 -0.78906 7.17059
75 H -6.11794 -1.11708 4.71665
76 H -1.83408 -2.50862 -0.82894
77 H -1.28566 -3.26839 0.65906
78 H -0.90460 -0.26715 -1.39474
79 H 1.45958 0.10926 2.04599
80 C 1.14194 4.39518 -3.32947
81 Sb 0.32662 2.62220 -2.53334
82 C -1.45316 3.17415 -1.54291
83 C -0.20446 1.36956 -4.13966
84 H 0.44301 4.76829 -4.07911
85 H 2.09716 4.19890 -3.81410
86 H 1.25369 5.14902 -2.55104
87 H -2.22781 3.29368 -2.30084
88 H -1.32148 4.12623 -1.03061
89 H -1.75889 2.40347 -0.83743
90 H -1.17365 1.70790 -4.50593
91 H -0.26294 0.33083 -3.82409
92 H 0.54386 1.47043 -4.92273

---

Which structure wins on stability? <B> wins.

---

<A>
ORCA calculation (ωB97M-V/def2-TZVPD) on a cluster of 6 separate species, C24H48O6 in total.

Values from the calculation:
HOMO-LUMO gap ... 9.9 eV
E_LUMO ... 0.44 eV

Positions of all 78 atoms, in Å:
1 C 0.38386 -0.65981 -0.76678
2 C -0.56606 0.51186 -0.47779
3 C -1.86807 -0.18407 -0.08230
4 O -1.46715 -1.39347 0.53933
5 C -0.34114 -1.87988 -0.17740
6 H 1.40413 -0.44657 -0.45102
7 H 0.47708 -0.78613 -1.84902
8 H -0.72221 1.16853 -1.33275
9 H -0.27630 1.10665 0.38996
10 H -2.51728 -0.36164 -0.95320
11 H -2.46373 0.37747 0.63859
12 H -0.66528 -2.58218 -0.95122
13 H 0.29101 -2.41016 0.53707
14 C -0.38928 4.83108 1.46024
15 C -0.18407 3.83458 2.61816
16 C -1.38644 4.11231 3.50145
17 O -1.83755 5.42225 3.21284
18 C -1.00040 6.01029 2.18340
19 H -1.07199 4.45476 0.69754
20 H 0.57348 5.06397 1.00667
21 H 0.82940 3.92571 3.00344
22 H -0.22629 2.83206 2.17985
23 H -1.14100 4.01307 4.56285
24 H -2.18865 3.40426 3.27462
25 H -0.22289 6.54946 2.73885
26 H -1.61943 6.70460 1.62570
27 C -5.52092 -1.20820 1.50078
28 C -6.17096 0.19408 1.51128
29 C -5.84220 0.73474 2.89229
30 O -5.68523 -0.40800 3.71776
31 C -4.96635 -1.35126 2.93259
32 H -4.72022 -1.23487 0.76330
33 H -6.26990 -1.96209 1.27504
34 H -7.23539 0.17203 1.27237
35 H -5.76940 0.85476 0.73634
36 H -6.58047 1.39278 3.34437
37 H -4.88764 1.28255 2.84844
38 H -5.19380 -2.32673 3.35842
39 H -3.89087 -1.15000 2.96834
40 C 0.04264 -1.81930 -4.68001
41 C -1.43606 -1.59418 -4.40772
42 C -1.92951 -1.23034 -5.82726
43 O -0.80565 -0.65698 -6.49108
44 C 0.32989 -0.65819 -5.62454
45 H 0.18342 -2.76017 -5.21787
46 H 0.61200 -1.86406 -3.75202
47 H -1.60907 -0.70270 -3.79794
48 H -1.92020 -2.44320 -3.92861
49 H -2.73008 -0.48897 -5.79541
50 H -2.29068 -2.11469 -6.36004
51 H 0.37148 0.27092 -5.05052
52 H 1.26761 -0.80957 -6.15440
53 C 3.12709 -2.73567 4.44193
54 C 4.12189 -3.85744 4.16456
55 C 5.17553 -3.13018 3.34627
56 O 4.44588 -2.25583 2.50106
57 C 3.25909 -1.86609 3.15328
58 H 3.40854 -2.15082 5.31935
59 H 2.11471 -3.10241 4.59730
60 H 3.64986 -4.62350 3.54584
61 H 4.54687 -4.33341 5.04796
62 H 5.78039 -3.79988 2.73793
63 H 5.82727 -2.53535 3.99931
64 H 2.33705 -2.03651 2.59083
65 H 3.28270 -0.81422 3.44818
66 C 4.76490 -0.11302 -2.91795
67 C 4.30721 1.27566 -2.47912
68 C 2.97260 1.43259 -3.22992
69 O 2.49270 0.12304 -3.45367
70 C 3.42802 -0.86833 -3.03580
71 H 5.41176 -0.58337 -2.17914
72 H 5.23686 -0.11503 -3.90044
73 H 5.02165 2.04602 -2.76319
74 H 4.15003 1.28783 -1.40016
75 H 3.17079 1.91510 -4.19220
76 H 2.25822 2.01366 -2.64541
77 H 3.42717 -1.64436 -3.79847
78 H 3.12500 -1.26584 -2.06131

---

<B>
ORCA calculation (ωB97M-V/def2-TZVPD) on a cluster of 6 separate species, C24H48O6 in total.

Values from the calculation:
HOMO-LUMO gap ... 8.9 eV
E_LUMO ... 0.51 eV

Positions of all 78 atoms, in Å:
1 C 2.36851 -3.57119 2.19960
2 C 3.09000 -3.24771 0.92358
3 C 2.18420 -2.47689 0.05040
4 O 0.92331 -2.74993 0.60478
5 C 0.91886 -3.01389 2.03640
6 H 2.86099 -3.22822 3.10951
7 H 2.30789 -4.65866 2.15686
8 H 3.41485 -4.16953 0.44108
9 H 3.94925 -2.60895 1.12798
10 H 2.22393 -2.80281 -0.98898
11 H 2.38997 -1.40869 0.11883
12 H 0.15885 -3.74181 2.32035
13 H 0.85666 -2.13657 2.68024
14 C -2.73392 1.52276 1.23076
15 C -1.56810 1.63535 2.26508
16 C -1.55179 0.14508 2.84328
17 O -2.99488 -0.21546 2.88152
18 C -3.65817 0.37669 1.79647
19 H -2.35391 1.25815 0.24402
20 H -3.25593 2.46702 1.07590
21 H -1.79272 2.47598 2.92156
22 H -0.61676 1.88725 1.79646
23 H -0.96510 -0.06372 3.73787
24 H -1.11496 -0.46281 2.05097
25 H -4.64578 0.66939 2.15293
26 H -3.79244 -0.40506 1.04884
27 C -0.00651 -1.03038 -0.73053
28 C -0.50307 -0.61141 -2.06143
29 C -0.68354 0.87850 -1.84226
30 O -0.48673 1.09944 -0.43191
31 C -0.63016 -0.07180 0.32233
32 H 1.07894 -1.01162 -0.63283
33 H -0.25390 -2.05884 -0.46755
34 H -1.45834 -1.09775 -2.25896
35 H 0.17166 -0.94587 -2.84946
36 H -1.60499 1.32477 -2.21628
37 H 0.14124 1.36551 -2.36251
38 H -1.65691 -0.32143 0.58984
39 H -0.06350 0.02413 1.24851
40 C 2.33773 -2.50205 -5.03965
41 C 1.80499 -2.14535 -6.41740
42 C 0.34713 -2.36986 -6.35191
43 O 0.07119 -3.00601 -5.12170
44 C 1.10053 -2.67063 -4.18320
45 H 3.11138 -1.78737 -4.75895
46 H 2.81779 -3.47365 -4.92283
47 H 2.21301 -2.82248 -7.16781
48 H 2.03161 -1.11974 -6.70875
49 H 0.16635 -3.21959 -7.01021
50 H -0.24181 -1.47082 -6.53349
51 H 1.19681 -3.53948 -3.53210
52 H 0.71760 -1.83262 -3.60077
53 C -1.52944 3.65364 0.64240
54 C -1.82841 5.09207 0.20525
55 C -2.25164 4.93539 -1.22699
56 O -1.29507 4.02303 -1.72045
57 C -1.11449 3.03336 -0.69343
58 H -2.34483 3.16272 1.17368
59 H -0.74762 3.55651 1.39566
60 H -0.89841 5.64042 0.35536
61 H -2.67435 5.54407 0.72312
62 H -2.19784 5.88497 -1.75946
63 H -3.24721 4.52002 -1.38324
64 H -0.06574 2.73712 -0.67146
65 H -1.70981 2.14558 -0.90681
66 C 1.44533 -0.27066 3.72292
67 C 0.90271 0.78831 4.63047
68 C 0.45494 1.87676 3.65710
69 O 0.35299 1.20003 2.44266
70 C 1.35789 0.26569 2.36305
71 H 0.77568 -1.13041 3.74568
72 H 2.45667 -0.59779 3.96427
73 H 1.60622 1.19164 5.35883
74 H 0.01642 0.34716 5.08651
75 H 1.22769 2.63420 3.52579
76 H -0.44583 2.40741 3.96556
77 H 2.27941 0.75484 2.04742
78 H 1.15345 -0.45543 1.57165

---

Which structure wins on stability? <A> wins.

---

<A>
ORCA calculation (ωB97M-V/def2-TZVPD) on the molecule C10H16N2.

Values from the calculation:
HOMO-LUMO gap ... 8.3 eV
E_LUMO ... 0.75 eV

Positions of all 28 atoms, in Å:
1 C 0.42237 -0.48734 2.81372
2 C 0.57522 0.13967 1.33623
3 C 1.67788 1.12459 1.48629
4 C 1.23315 -0.94642 0.39675
5 N 0.63367 -1.26770 -0.65882
6 C 0.63653 -2.14055 -1.64334
7 C -0.27694 -1.98171 -2.67658
8 N -1.33714 -1.04363 -2.60939
9 C -1.24206 0.25514 -2.32784
10 C -2.02599 1.12811 -1.44210
11 C -0.78414 1.40104 -0.42310
12 C -0.83334 0.65009 0.87051
13 H -0.63515 -0.73002 2.92779
14 H 0.93866 0.11540 3.55765
15 H 0.89445 -1.37852 2.77767
16 H 2.58705 0.57989 1.92880
17 H 1.29577 1.87523 2.26231
18 H 2.02762 1.60050 0.48678
19 H 2.20162 -1.37034 0.71914
20 H 1.31464 -2.95539 -1.81932
21 H -0.38145 -2.69890 -3.39542
22 H -0.42780 0.74427 -2.77533
23 H -2.94302 0.84384 -0.90494
24 H -2.20428 2.12960 -1.91745
25 H 0.06512 1.01243 -0.92291
26 H -0.64745 2.44714 -0.21436
27 H -1.49351 1.22964 1.61104
28 H -1.27148 -0.27608 0.55620

---

<B>
ORCA calculation (ωB97M-V/def2-TZVPD) on a structure of composition C10H16N2.

Values from the calculation:
HOMO-LUMO gap ... 8.0 eV
E_LUMO ... 0.03 eV

Positions of all 28 atoms, in Å:
1 C 3.47394 -0.15624 -0.13687
2 C 2.83697 -1.49064 0.11540
3 C -0.76742 1.87764 -0.02198
4 C 0.74439 2.11757 -0.16016
5 C -1.35305 0.56342 -0.50675
6 C 1.56218 0.93729 0.36246
7 C 0.78044 -0.64556 -0.48800
8 C -0.64814 -0.63028 0.01306
9 C -1.28482 -1.96409 -0.59184
10 C -0.89726 -0.68890 1.48251
11 N 2.90987 0.97390 -0.07243
12 N 1.59971 -1.73009 -0.12316
13 H 4.40586 -0.16207 -0.71598
14 H 3.50129 -2.34967 0.29848
15 H -0.98621 1.93293 1.04902
16 H -1.29980 2.74235 -0.53174
17 H 0.95206 2.19452 -1.28191
18 H 1.26020 2.90882 0.32958
19 H -2.43029 0.52562 -0.25631
20 H -1.17321 0.58451 -1.58813
21 H 1.31228 0.64973 1.37130
22 H 0.84463 -0.39916 -1.49988
23 H -0.74187 -2.74723 -0.09168
24 H -1.00332 -1.98624 -1.61399
25 H -2.33527 -1.94491 -0.47035
26 H -2.01961 -0.72251 1.60550
27 H -0.57717 0.36123 1.79317
28 H -0.49364 -1.43944 2.08096

---

Which structure wins on stability? <B> wins.